2 unconnected molecules or ions with the total composition C2H4N5, computed with the ωB97M-V functional and the def2-TZVPD basis.

**LUMO level (spin up / spin down)**: -0.265 / -0.295 Ha
**ΔE to the lowest compared entry with this formula, charge and spin**: 113.62 kcal per mole
**Charge**: +1
**Maximum force**: 0.056 Eh/bohr
**Energy**: -351.86585 Eh

```
11
C2H4N5, DFT the ωB97M-V functional and the def2-TZVPD basis
C -1.00141 -1.10534 0.20749
C -0.91084 1.18417 -0.09353
N -1.57426 -1.99492 0.61907
N -1.43808 2.18346 0.03424
N 0.36968 -0.21768 -1.43261
N 1.06453 -0.12502 1.17401
N -0.28025 -0.02408 -0.27818
H 0.86888 0.57215 -1.83094
H 0.80477 -1.12892 -1.55054
H 0.54308 -0.11281 2.05205
H 1.55390 0.76899 1.09895
```

Mulliken atomic charge list, values in e, 8 entries: atom 1 (C): 0.351, atom 2 (C): 0.377, atom 3 (N): -0.179, atom 4 (N): -0.168, atom 5 (N): -0.543, atom 6 (N): -0.361, atom 7 (N): 0.357, atom 8 (H): 0.285